Model one:
Formula: C3H11N2O2
Source: OMol25
Level of theory: ωB97M-V/def2-TZVPD

Geometry as XYZ:
```
18
Properties=species:S:1:pos:R:3
C -0.547 1.811 -1.007
N -1.155 3.094 -1.035
O -0.957 0.860 -1.600
H 0.367 1.781 -0.380
H -1.376 3.359 -0.071
H -0.438 3.785 -1.262
C 1.055 -1.282 1.481
O 1.659 -0.011 1.499
C 0.214 -1.289 0.218
N -0.439 -2.643 0.060
H 0.429 -1.443 2.366
H 1.794 -2.094 1.443
H 2.238 0.041 2.265
H -0.597 -0.576 0.276
H 0.840 -1.115 -0.651
H -1.027 -2.851 0.868
H 0.250 -3.392 -0.023
H -1.047 -2.645 -0.766
```

- frontier orbital gap (eV) = 9.3320
- net charge = +1

List of Löwdin charges in e, atom by atom:
1 C -0.377
2 N 0.059
3 O 0.056
4 H 0.122
5 H 0.092
6 H 0.090
7 C -0.254
8 O -0.034
9 C -0.130
10 N 0.208
11 H 0.132
12 H 0.132
13 H 0.111
14 H 0.114
15 H 0.145
16 H 0.175
17 H 0.175
18 H 0.184

---

Model two:
Formula: C3H11N2O2
Source: OMol25
Level of theory: ωB97M-V/def2-TZVPD

Geometry as XYZ:
```
18
Properties=species:S:1:pos:R:3
C 0.662 -0.577 -0.502
C -0.021 -0.853 0.853
C 0.841 -0.255 1.945
N 0.257 0.537 2.873
O 2.040 -0.429 1.872
N -0.278 -0.688 -1.636
H 1.426 -1.341 -0.568
H 1.066 0.424 -0.433
H -1.024 -0.410 0.829
H -0.117 -1.932 0.971
H -0.748 0.607 2.907
H 0.681 0.718 3.766
H -0.043 -0.093 -2.437
H -1.227 -0.402 -1.391
H -0.338 -1.610 -2.076
H -0.651 2.363 -1.682
H -1.498 2.213 -2.988
O -1.027 1.729 -2.301
```

- frontier orbital gap (eV) = 10.0870
- net charge = +1

List of Löwdin charges in e, atom by atom:
1 C -0.134
2 C -0.089
3 C -0.551
4 N 0.185
5 O 0.078
6 N 0.164
7 H 0.141
8 H 0.138
9 H 0.117
10 H 0.135
11 H 0.106
12 H 0.124
13 H 0.145
14 H 0.149
15 H 0.182
16 H 0.068
17 H 0.077
18 O -0.037

---

Which of them is the most stable? Correct choice: model two.

---

Model one:
Formula: C16H34MgO14
Source: OMol25
Level of theory: ωB97M-V/def2-TZVPD

Geometry as XYZ:
```
65
Properties=species:S:1:pos:R:3
Mg -15.237 -14.983 -20.294
C -17.464 -16.150 -23.693
C -17.670 -15.216 -22.524
O -16.538 -14.874 -21.819
H -16.667 -15.811 -24.370
H -18.326 -16.262 -24.354
H -17.102 -17.118 -23.329
H -18.490 -15.641 -21.919
H -18.055 -14.261 -22.930
C -12.219 -15.146 -17.015
C -13.366 -15.839 -17.787
O -13.936 -15.124 -18.804
H -11.509 -14.668 -17.705
H -11.694 -15.944 -16.487
H -12.511 -14.322 -16.361
H -14.126 -15.935 -16.986
H -13.005 -16.831 -18.093
C -11.237 -13.368 -20.635
O -11.685 -13.569 -21.995
C -12.970 -13.647 -22.230
O -13.852 -13.546 -21.402
O -13.181 -13.803 -23.517
C -14.512 -13.530 -24.001
H -10.161 -13.278 -20.698
H -11.547 -14.230 -20.042
H -11.772 -12.504 -20.254
H -15.210 -14.091 -23.377
H -14.525 -13.855 -25.037
H -14.736 -12.465 -23.982
C -10.991 -17.641 -21.230
O -12.299 -17.333 -20.725
C -13.272 -17.101 -21.592
O -14.347 -16.749 -21.186
O -12.927 -17.347 -22.842
C -13.946 -17.304 -23.834
H -10.269 -17.667 -20.424
H -10.797 -16.958 -22.054
H -10.944 -18.634 -21.689
H -13.508 -17.606 -24.782
H -14.260 -16.274 -23.973
H -14.798 -17.935 -23.598
C -15.710 -18.948 -18.952
O -16.833 -18.387 -18.316
C -17.057 -17.113 -18.589
O -16.435 -16.470 -19.382
O -18.116 -16.733 -17.901
C -18.426 -15.355 -17.854
H -15.509 -19.951 -18.581
H -14.795 -18.379 -18.767
H -15.780 -19.029 -20.038
H -19.305 -15.228 -18.482
H -17.605 -14.656 -18.024
H -18.703 -15.010 -16.850
C -14.063 -11.879 -18.220
O -15.318 -11.355 -18.641
C -16.221 -12.170 -19.148
O -16.038 -13.351 -19.319
O -17.306 -11.490 -19.430
C -18.274 -12.143 -20.250
H -13.437 -11.054 -17.882
H -13.636 -12.436 -19.046
H -14.218 -12.472 -17.317
H -18.866 -11.354 -20.714
H -18.990 -12.811 -19.773
H -17.737 -12.676 -21.039
```

- frontier orbital gap (eV) = 7.8601

List of Löwdin charges in e, atom by atom:
1 Mg 0.634
2 C -0.106
3 C -0.455
4 O -0.350
5 H 0.052
6 H 0.067
7 H 0.063
8 H 0.098
9 H 0.091
10 C -0.100
11 C -0.448
12 O -0.333
13 H 0.050
14 H 0.061
15 H 0.055
16 H 0.098
17 H 0.083
18 C 0.015
19 O 0.028
20 C -0.606
21 O 0.098
22 O 0.017
23 C -0.009
24 H 0.099
25 H 0.084
26 H 0.089
27 H 0.062
28 H 0.097
29 H 0.104
30 C -0.017
31 O 0.027
32 C -0.582
33 O 0.105
34 O 0.007
35 C 0.001
36 H 0.098
37 H 0.097
38 H 0.096
39 H 0.103
40 H 0.076
41 H 0.100
42 C -0.040
43 O 0.046
44 C -0.569
45 O 0.110
46 O 0.045
47 C -0.027
48 H 0.097
49 H 0.091
50 H 0.100
51 H 0.101
52 H 0.086
53 H 0.099
54 C -0.009
55 O 0.033
56 C -0.578
57 O 0.078
58 O 0.046
59 C -0.009
60 H 0.099
61 H 0.066
62 H 0.103
63 H 0.097
64 H 0.094
65 H 0.089

---

Model two:
Formula: C16H34MgO14
Source: OMol25
Level of theory: ωB97M-V/def2-TZVPD

Geometry as XYZ:
```
65
Properties=species:S:1:pos:R:3
Mg -15.336 4.977 4.108
C -16.017 11.156 1.734
C -16.766 9.968 1.195
O -16.327 8.671 1.596
H -16.137 11.248 2.814
H -16.291 12.157 1.402
H -14.957 11.060 1.497
H -16.871 9.949 0.110
H -17.829 10.013 1.435
C -21.411 6.637 6.474
C -20.304 5.952 7.335
O -19.006 5.697 6.812
H -22.259 6.926 7.095
H -21.787 6.047 5.638
H -21.082 7.595 6.072
H -20.679 4.983 7.664
H -20.181 6.445 8.300
C -13.337 9.903 8.530
O -12.035 10.067 7.990
C -11.691 9.379 6.920
O -12.225 8.317 6.567
O -10.672 9.959 6.282
C -10.167 11.247 6.581
H -14.217 9.973 7.891
H -13.443 10.525 9.419
H -13.403 8.909 8.972
H -9.560 11.233 7.486
H -10.972 11.979 6.653
H -9.556 11.587 5.745
C -15.040 0.256 8.754
O -14.246 -0.610 7.946
C -13.722 -0.152 6.828
O -13.747 1.031 6.385
O -13.045 -1.212 6.267
C -12.385 -1.045 5.007
H -16.040 0.426 8.355
H -14.579 1.226 8.944
H -15.100 -0.103 9.782
H -11.643 -0.256 5.128
H -12.932 -0.731 4.119
H -11.897 -1.963 4.681
C -17.766 -1.898 -0.252
O -17.401 -0.643 0.350
C -17.930 -0.253 1.486
O -17.609 0.765 2.103
O -18.908 -1.146 1.950
C -19.488 -1.114 3.230
H -17.455 -2.771 0.322
H -17.425 -1.939 -1.286
H -18.814 -2.157 -0.402
H -20.465 -1.597 3.218
H -19.613 -0.082 3.558
H -18.742 -1.577 3.875
C -8.619 3.601 0.865
O -9.403 3.412 -0.272
C -10.701 3.195 -0.067
O -11.364 3.625 0.884
O -11.302 2.558 -1.069
C -10.633 2.016 -2.200
H -8.705 2.779 1.576
H -8.859 4.536 1.371
H -7.580 3.485 0.557
H -11.293 1.360 -2.767
H -9.721 1.550 -1.824
H -10.376 2.823 -2.886
```

- frontier orbital gap (eV) = 2.3544

List of Löwdin charges in e, atom by atom:
1 Mg 0.623
2 C -0.112
3 C -0.407
4 O -0.177
5 H 0.067
6 H 0.064
7 H 0.068
8 H 0.107
9 H 0.107
10 C -0.100
11 C -0.397
12 O -0.198
13 H 0.056
14 H 0.061
15 H 0.059
16 H 0.098
17 H 0.098
18 C -0.041
19 O -0.012
20 C -0.580
21 O 0.092
22 O 0.006
23 C -0.047
24 H 0.105
25 H 0.094
26 H 0.092
27 H 0.097
28 H 0.096
29 H 0.095
30 C -0.038
31 O 0.012
32 C -0.524
33 O 0.058
34 O -0.018
35 C -0.057
36 H 0.102
37 H 0.094
38 H 0.093
39 H 0.091
40 H 0.092
41 H 0.090
42 C -0.043
43 O 0.035
44 C -0.527
45 O 0.097
46 O -0.075
47 C -0.055
48 H 0.096
49 H 0.095
50 H 0.089
51 H 0.096
52 H 0.092
53 H 0.098
54 C -0.060
55 O -0.017
56 C -0.578
57 O 0.099
58 O 0.003
59 C -0.036
60 H 0.100
61 H 0.104
62 H 0.097
63 H 0.096
64 H 0.095
65 H 0.095

---

Which of them is the most stable? Correct choice: model one.

---

Model one:
Formula: C7H9NO2
Source: OMol25
Level of theory: ωB97M-V/def2-TZVPD

Geometry as XYZ:
```
19
Properties=species:S:1:pos:R:3
C -1.259 1.757 -0.811
C -0.077 1.149 0.014
C -0.225 0.502 1.182
C -1.267 -0.546 1.261
N -0.688 -1.393 0.239
C 0.704 -1.556 -0.137
O 1.116 -2.675 -0.442
C 1.574 -0.331 -0.369
O 2.819 -0.675 -0.590
C 1.225 0.976 -0.682
H -2.162 1.046 -0.850
H -0.816 1.871 -1.728
H -1.459 2.732 -0.300
H 0.614 0.216 1.878
H -1.451 -0.931 2.267
H -2.143 0.008 0.942
H -1.182 -2.253 0.088
H 2.870 -1.687 -0.730
H 1.806 1.790 -1.231
```

- frontier orbital gap (eV) = 8.8517
- SMILES = CC1=CCNC(=O)C(O)=C1

List of Löwdin charges in e, atom by atom:
1 C -0.023
2 C -0.295
3 C -0.103
4 C -0.194
5 N 0.072
6 C -0.323
7 O 0.067
8 C -0.295
9 O 0.060
10 C 0.042
11 H 0.102
12 H 0.026
13 H 0.092
14 H 0.134
15 H 0.119
16 H 0.098
17 H 0.126
18 H 0.153
19 H 0.144

---

Model two:
Formula: C7H9NO2
Source: OMol25
Level of theory: ωB97M-V/def2-TZVPD

Geometry as XYZ:
```
19
Properties=species:S:1:pos:R:3
C 3.035 -0.159 -0.649
C 1.700 -0.371 -0.955
C 3.142 -0.137 0.702
C 1.054 -0.659 0.229
C -0.364 -0.840 0.335
C -2.674 -1.581 0.014
C -1.250 2.220 0.199
N -1.291 -1.613 0.324
O 1.888 -0.590 1.259
O -1.365 1.114 -0.580
H 3.818 -0.045 -1.403
H 1.147 -0.409 -1.912
H 3.913 -0.245 1.502
H -3.267 -0.584 0.002
H -3.047 -2.072 0.858
H -2.722 -1.976 -0.974
H -0.178 2.520 0.493
H -1.913 2.266 1.057
H -1.626 3.159 -0.501
```

- frontier orbital gap (alpha / beta) (eV) = 6.4534 / 7.4841

List of Löwdin charges in e, atom by atom:
1 C -0.069
2 C -0.009
3 C -0.019
4 C -0.288
5 C 0.098
6 C -0.081
7 C -0.347
8 N 0.077
9 O 0.037
10 O -0.291
11 H 0.122
12 H 0.143
13 H 0.140
14 H 0.125
15 H 0.062
16 H 0.088
17 H 0.068
18 H 0.036
19 H 0.106

---

Which of them is the most stable? Correct choice: model one.